a.
The following is a quantum chemistry calculation of a 2-piece molecular cluster, C5H14 overall, from the OMol25 dataset.

The value obtained for the LUMO energy is 1.09 eV. As for the orbital gap: 12.42 eV. As for the structure (SMILES): CCC.CC.

Bonds (Å) are listed after each position.
Positions of all 19 atoms, in Å:
1 C 1.961 0.978 0.819  C2 1.528, H4 1.072, H5 1.099, H6 1.096
2 C 0.571 0.873 1.443  C1 1.528, C3 1.540, H7 1.103, H8 1.079
3 C 0.413 -0.519 2.083  C2 1.540, H9 1.094, H10 1.087, H11 1.071
4 H 2.105 1.945 0.379  C1 1.072
5 H 2.049 0.378 -0.098  C1 1.099
6 H 2.691 0.813 1.620  C1 1.096
7 H 0.491 1.630 2.240  C2 1.103
8 H -0.192 1.051 0.701  C2 1.079
9 H 0.426 -1.285 1.302  C3 1.094
10 H 1.172 -0.627 2.853  C3 1.087
11 H -0.440 -0.517 2.731  C3 1.071
12 C -1.262 0.016 -1.522  C13 1.546, H14 1.085, H15 1.076, H16 1.072
13 C -1.532 -1.143 -2.510  C12 1.546, H17 1.097, H18 1.080, H19 1.130
14 H -0.187 0.161 -1.552  C12 1.085
15 H -1.816 0.860 -1.891  C12 1.076
16 H -1.575 -0.272 -0.538  C12 1.072
17 H -2.511 -1.596 -2.312  C13 1.097
18 H -0.992 -2.027 -2.206  C13 1.080
19 H -1.370 -0.716 -3.543  C13 1.130

Atomic partial charges in e from the Löwdin method, atoms 1 to 2: -0.13, -0.32


b.
The following is a quantum chemistry calculation of a 2-piece molecular cluster, C5H14 overall, from the OMol25 dataset.

The value obtained for the LUMO energy is 1.00 eV. As for the orbital gap: 11.69 eV. As for the structure (SMILES): CCC.CC.

Bonds (Å) are listed after each position.
Positions of all 19 atoms, in Å:
1 C 0.445 1.139 -1.892  C2 1.505, H4 1.231, H5 1.031, H6 1.098
2 C 1.062 0.021 -2.689  C1 1.505, C3 1.524, H7 1.171, H8 1.036
3 C 1.176 -1.169 -1.743  C2 1.524, H9 1.086, H10 1.123, H11 1.227
4 H 0.103 2.038 -2.661  C1 1.231
5 H 0.974 1.366 -1.037  C1 1.031
6 H -0.578 0.940 -1.547  C1 1.098
7 H 0.249 -0.386 -3.427  C2 1.171
8 H 1.861 0.014 -3.348  C2 1.036
9 H 0.493 -1.101 -0.902  C3 1.086
10 H 1.080 -2.176 -2.232  C3 1.123
11 H 2.273 -1.279 -1.204  C3 1.227
12 C -0.630 0.546 3.215  C13 1.544, H14 1.106, H15 1.070, H16 1.133
13 C -1.584 -0.401 2.455  C12 1.544, H17 1.032, H18 1.173, H19 1.115
14 H -1.310 1.396 3.409  C12 1.106
15 H -0.153 0.251 4.126  C12 1.070
16 H 0.227 0.883 2.556  C12 1.133
17 H -2.185 -0.001 1.717  C13 1.032
18 H -1.147 -1.389 1.997  C13 1.173
19 H -2.356 -0.691 3.206  C13 1.115

Atomic partial charges in e from the Löwdin method, atoms 1 to 2: -0.15, -0.34


It turns out a is the most stable, with the second structure 1.201 eV higher.


a.
The following is a quantum chemistry calculation of a 2-piece molecular cluster, C5H14 overall, from the OMol25 dataset.

The value obtained for the LUMO energy is 1.14 eV. As for the orbital gap: 12.46 eV. As for the structure (SMILES): CCC.CC.

Bonds (Å) are listed after each position.
Positions of all 19 atoms, in Å:
1 C 0.386 0.957 -0.824  C2 1.523, H4 1.089, H5 1.081, H6 1.099
2 C 0.095 2.209 -0.007  C1 1.523, C3 1.546, H7 1.092, H8 1.092
3 C -1.217 2.947 -0.360  C2 1.546, H9 1.092, H10 1.090, H11 1.084
4 H 0.731 1.099 -1.847  C1 1.089
5 H -0.426 0.267 -0.643  C1 1.081
6 H 1.296 0.501 -0.411  C1 1.099
7 H 0.017 1.912 1.040  C2 1.092
8 H 0.928 2.916 -0.014  C2 1.092
9 H -1.692 2.488 -1.229  C3 1.092
10 H -1.941 2.748 0.431  C3 1.090
11 H -1.071 4.002 -0.562  C3 1.084
12 C 0.708 -3.454 0.400  C13 1.540, H14 1.089, H15 1.080, H16 1.078
13 C -0.020 -2.129 0.692  C12 1.540, H17 1.083, H18 1.088, H19 1.081
14 H 1.067 -3.388 -0.626  C12 1.089
15 H 1.603 -3.485 1.004  C12 1.080
16 H 0.106 -4.330 0.578  C12 1.078
17 H 0.641 -1.392 1.132  C13 1.083
18 H -0.818 -2.271 1.418  C13 1.088
19 H -0.390 -1.597 -0.174  C13 1.081

Atomic partial charges in e from the Löwdin method, atoms 1 to 2: -0.13, -0.31


b.
The following is a quantum chemistry calculation of a 2-piece molecular cluster, C5H14 overall, from the OMol25 dataset.

The value obtained for the LUMO energy is 1.05 eV. As for the orbital gap: 12.07 eV. As for the structure (SMILES): CCC.CC.

Bonds (Å) are listed after each position.
Positions of all 19 atoms, in Å:
1 C 1.047 2.259 0.919  C2 1.597, H4 1.157, H5 1.106, H6 1.031
2 C 1.186 0.875 1.704  C1 1.597, C3 1.556, H7 1.158, H8 1.143
3 C -0.282 0.401 1.904  C2 1.556, H9 1.106, H10 1.108, H11 1.103
4 H -0.084 2.502 0.867  C1 1.157
5 H 1.333 2.040 -0.127  C1 1.106
6 H 1.455 2.993 1.518  C1 1.031
7 H 1.944 0.132 1.239  C2 1.158
8 H 1.673 0.838 2.737  C2 1.143
9 H -0.700 1.232 2.502  C3 1.106
10 H -0.707 0.258 0.890  C3 1.108
11 H -0.454 -0.614 2.299  C3 1.103
12 C -1.171 -1.257 -1.404  C13 1.581, H14 1.147, H15 0.999, H16 1.114
13 C -0.510 -1.925 -2.675  C12 1.581, H17 1.138, H18 1.069, H19 1.130
14 H -0.264 -0.816 -0.856  C12 1.147
15 H -1.835 -0.577 -1.709  C12 0.999
16 H -1.722 -1.970 -0.749  C12 1.114
17 H -0.851 -1.723 -3.742  C13 1.138
18 H 0.504 -1.607 -2.803  C13 1.069
19 H -0.563 -3.042 -2.514  C13 1.130

Atomic partial charges in e from the Löwdin method, atoms 1 to 2: -0.11, -0.31


c.
The following is a quantum chemistry calculation of a 2-piece molecular cluster, C5H14 overall, from the OMol25 dataset.

The value obtained for the LUMO energy is 1.12 eV. As for the orbital gap: 12.15 eV. As for the structure (SMILES): CCC.CC.

Bonds (Å) are listed after each position.
Positions of all 19 atoms, in Å:
1 C -1.017 -1.398 -0.321  C2 1.597, H4 1.058, H5 1.185, H6 1.025
2 C -1.539 0.051 0.102  C1 1.597, C3 1.552, H7 1.109, H8 1.070
3 C -2.836 0.611 -0.542  C2 1.552, H9 1.059, H10 1.062, H11 1.024
4 H -1.271 -2.110 0.419  C1 1.058
5 H 0.163 -1.425 -0.427  C1 1.185
6 H -1.380 -1.729 -1.221  C1 1.025
7 H -1.831 0.096 1.170  C2 1.109
8 H -0.707 0.676 -0.147  C2 1.070
9 H -3.448 1.227 0.065  C3 1.059
10 H -2.624 1.291 -1.329  C3 1.062
11 H -3.383 -0.054 -1.097  C3 1.024
12 C 2.065 -0.134 0.568  C13 1.537, H14 1.089, H15 1.131, H16 1.078
13 C 3.174 0.861 0.187  C12 1.537, H17 1.154, H18 1.082, H19 1.136
14 H 1.715 -0.723 -0.278  C12 1.089
15 H 2.285 -0.797 1.459  C12 1.131
16 H 1.103 0.208 0.913  C12 1.078
17 H 2.695 1.747 -0.376  C13 1.154
18 H 4.048 0.485 -0.330  C13 1.082
19 H 3.549 1.166 1.214  C13 1.136

Atomic partial charges in e from the Löwdin method, atoms 1 to 2: -0.08, -0.25


It turns out a is the most stable, with the second structure 0.978 eV higher.


a.
The following is a quantum chemistry calculation of a 2-piece molecular cluster, C5H14 overall, from the OMol25 dataset.

The value obtained for the LUMO energy is 1.10 eV. As for the orbital gap: 12.44 eV. As for the structure (SMILES): CCC.CC.

Bonds (Å) are listed after each position.
Positions of all 19 atoms, in Å:
1 C 1.711 0.617 -1.512  C2 1.529, H4 1.084, H5 1.095, H6 1.077
2 C 1.567 1.869 -0.646  C1 1.529, C3 1.511, H7 1.094, H8 1.092
3 C 0.165 2.195 -0.187  C2 1.511, H9 1.091, H10 1.088, H11 1.098
4 H 1.108 0.660 -2.412  C1 1.084
5 H 1.412 -0.283 -0.966  C1 1.095
6 H 2.748 0.507 -1.782  C1 1.077
7 H 2.249 1.792 0.206  C2 1.094
8 H 2.001 2.690 -1.220  C2 1.092
9 H 0.204 2.884 0.657  C3 1.091
10 H -0.518 2.619 -0.920  C3 1.088
11 H -0.350 1.310 0.210  C3 1.098
12 C -2.175 -1.697 1.221  C13 1.524, H14 1.078, H15 1.103, H16 1.093
13 C -1.072 -2.729 1.015  C12 1.524, H17 1.086, H18 1.095, H19 1.087
14 H -1.989 -0.721 0.803  C12 1.078
15 H -3.089 -2.013 0.690  C12 1.103
16 H -2.557 -1.667 2.244  C12 1.093
17 H -1.308 -3.652 1.537  C13 1.086
18 H -0.140 -2.359 1.457  C13 1.095
19 H -0.901 -2.859 -0.051  C13 1.087

Atomic partial charges in e from the Löwdin method, atoms 1 to 2: -0.12, -0.33


b.
The following is a quantum chemistry calculation of a 2-piece molecular cluster, C5H14 overall, from the OMol25 dataset.

The value obtained for the LUMO energy is 1.11 eV. As for the orbital gap: 11.62 eV. As for the structure (SMILES): CCC.CC.

Bonds (Å) are listed after each position.
Positions of all 19 atoms, in Å:
1 C 1.864 -0.229 0.178  C2 1.498, H4 1.099, H5 1.174, H6 1.135
2 C 0.888 -1.227 0.721  C1 1.498, C3 1.515, H7 1.112, H8 1.154
3 C 0.705 -1.200 2.224  C2 1.515, H9 1.133, H10 1.207, H11 1.089
4 H 2.858 -0.696 0.119  C1 1.099
5 H 1.785 0.574 1.031  C1 1.174
6 H 1.630 0.016 -0.906  C1 1.135
7 H -0.060 -1.286 0.142  C2 1.112
8 H 1.124 -2.290 0.340  C2 1.154
9 H 0.134 -0.278 2.553  C3 1.133
10 H -0.027 -2.138 2.433  C3 1.207
11 H 1.585 -1.229 2.865  C3 1.089
12 C -1.794 2.019 -1.580  C13 1.488, H14 1.070, H15 1.108, H16 1.103
13 C -1.523 0.561 -1.457  C12 1.488, H17 1.131, H18 1.105, H19 1.110
14 H -2.790 2.322 -1.331  C12 1.070
15 H -1.044 2.715 -1.155  C12 1.108
16 H -1.784 2.462 -2.590  C12 1.103
17 H -0.438 0.255 -1.542  C13 1.131
18 H -2.188 -0.104 -2.038  C13 1.105
19 H -1.625 0.133 -0.437  C13 1.110

Atomic partial charges in e from the Löwdin method, atoms 1 to 2: -0.14, -0.41


c.
The following is a quantum chemistry calculation of a 2-piece molecular cluster, C5H14 overall, from the OMol25 dataset.

The value obtained for the LUMO energy is 1.14 eV. As for the orbital gap: 12.41 eV. As for the structure (SMILES): CCC.CC.

Bonds (Å) are listed after each position.
Positions of all 19 atoms, in Å:
1 C -0.844 -2.164 -0.338  C2 1.519, H4 1.092, H5 1.094, H6 1.086
2 C -0.030 -1.132 0.423  C1 1.519, C3 1.537, H7 1.091, H8 1.092
3 C 0.297 -1.648 1.834  C2 1.537, H9 1.090, H10 1.091, H11 1.082
4 H -0.992 -1.841 -1.371  C1 1.092
5 H -1.855 -2.230 0.074  C1 1.094
6 H -0.406 -3.151 -0.217  C1 1.086
7 H 0.925 -0.952 -0.072  C2 1.091
8 H -0.458 -0.133 0.533  C2 1.092
9 H -0.650 -1.982 2.258  C3 1.090
10 H 1.011 -2.472 1.848  C3 1.091
11 H 0.681 -0.866 2.475  C3 1.082
12 C 1.023 2.183 -0.711  C13 1.537, H14 1.089, H15 1.098, H16 1.085
13 C -0.417 2.375 -1.213  C12 1.537, H17 1.076, H18 1.079, H19 1.068
14 H 1.715 2.722 -1.357  C12 1.089
15 H 1.181 2.690 0.250  C12 1.098
16 H 1.176 1.137 -0.469  C12 1.085
17 H -1.129 1.710 -0.758  C13 1.076
18 H -0.402 2.442 -2.290  C13 1.079
19 H -0.825 3.312 -0.900  C13 1.068

Atomic partial charges in e from the Löwdin method, atoms 1 to 2: -0.12, -0.33


d.
The following is a quantum chemistry calculation of a 2-piece molecular cluster, C5H14 overall, from the OMol25 dataset.

The value obtained for the LUMO energy is 1.10 eV. As for the orbital gap: 11.86 eV. As for the structure (SMILES): CCC.CC.

Bonds (Å) are listed after each position.
Positions of all 19 atoms, in Å:
1 C -1.782 0.445 -1.521  C2 1.476, H4 1.021, H5 1.064, H6 1.169
2 C -1.212 -0.714 -0.806  C1 1.476, C3 1.506, H7 1.157, H8 1.231
3 C 0.084 -1.283 -1.322  C2 1.506, H9 1.117, H10 1.018, H11 1.029
4 H -1.992 0.377 -2.517  C1 1.021
5 H -1.242 1.296 -1.177  C1 1.064
6 H -2.805 0.515 -0.960  C1 1.169
7 H -1.042 -0.492 0.316  C2 1.157
8 H -2.032 -1.632 -0.809  C2 1.231
9 H 0.906 -0.711 -0.829  C3 1.117
10 H 0.218 -2.290 -1.372  C3 1.018
11 H 0.133 -1.147 -2.340  C3 1.029
12 C 1.925 1.364 1.823  C13 1.575, H14 1.148, H15 1.061, H16 1.142
13 C 0.967 0.126 1.654  C12 1.575, H17 1.069, H18 1.115, H19 1.173
14 H 1.302 2.316 1.670  C12 1.148
15 H 2.353 1.373 2.794  C12 1.061
16 H 2.729 1.232 1.021  C12 1.142
17 H 1.171 -0.855 2.024  C13 1.069
18 H 0.284 0.009 0.780  C13 1.115
19 H 0.123 0.378 2.429  C13 1.173

Atomic partial charges in e from the Löwdin method, atoms 1 to 2: -0.12, -0.37


It turns out a is the most stable, with the second structure 0.245 eV higher.